No. 1
This record from the OMol25 dataset describes a cluster of 2 separate species, C2H3Br2N in total at a distorted geometry. The level of theory is ωB97M-V with the def2-TZVPD basis set.

Element x y z (Å)
Br 0.828 -0.110 0.590
Br 4.700 1.736 1.474
N 0.155 1.216 -0.773
C -0.682 -1.314 0.239
C -1.743 -1.917 0.120
H 0.063 2.263 -0.809
H -0.735 0.700 -0.954
H -2.587 -2.575 0.113

Values from the calculation:
ΔE to the lowest compared entry with this formula, charge and spin   783.3 kJ/mol
E_LUMO (spin up / spin down)   -3.758 / -3.761 eV
HOMO (spin up / spin down)   -0.2642 / -0.2641 hartree
E   -143688.925 eV
Gap between HOMO and LUMO (spin up / spin down)   3.431 / 3.425 eV


No. 2
This record from the OMol25 dataset describes a structure of composition C28H24N9O4RhSSe2Te2 at a distorted geometry. The level of theory is ωB97M-V with the def2-TZVPD basis set.

Element x y z (Å)
Te -0.466 -3.753 -4.427
Te -0.649 -1.886 -6.315
Rh -1.152 0.149 -2.912
Se -0.961 0.324 -5.272
Se -2.199 -2.128 -2.738
S -3.336 4.615 0.379
O -3.567 3.347 1.059
O -4.456 4.973 -0.513
O 5.264 -4.824 6.973
O -2.918 5.708 1.220
N 1.446 -1.827 2.753
N -6.373 3.059 -2.716
N -6.668 3.035 -5.005
N 2.951 -2.631 1.339
N 0.713 -0.564 -2.555
N 0.709 2.530 -3.432
N -4.759 2.180 -4.183
N -1.180 0.200 -0.860
N -2.918 1.051 -3.090
C -1.213 3.953 -3.009
C -2.128 0.637 -0.055
C 1.120 -1.444 1.485
C 2.905 -2.765 5.060
C 2.049 -1.931 0.578
C 2.006 -1.651 -0.814
C 3.557 -3.297 6.158
C -1.988 4.248 -0.753
C 1.662 -0.896 -3.418
C -0.004 -0.675 1.055
C 2.797 -1.619 -3.064
C -0.114 -0.453 -0.326
C 3.240 -3.155 3.766
C 2.543 -2.542 2.643
C 4.964 -4.450 8.305
C -2.050 0.519 1.336
C 4.560 -4.245 5.976
C -2.147 4.460 -2.115
C -3.834 1.649 -3.484
C 0.893 -0.899 -1.247
C -0.869 3.593 -0.275
C -5.910 2.767 -3.918
C 2.966 -2.026 -1.762
C 0.064 3.091 -1.161
C -0.132 3.206 -2.538
C 4.888 -4.654 4.682
C 4.241 -4.114 3.593
C -0.982 -0.134 1.900
H 3.533 -1.855 -3.818
H -0.750 3.474 0.794
H 3.280 -2.963 7.147
H -7.275 3.510 -2.681
H 0.948 2.576 -0.799
H 3.754 -3.127 0.998
H 2.124 -2.030 5.188
H -1.331 4.104 -4.076
H 0.656 2.889 -4.373
H 1.530 -0.565 -4.439
H -5.771 3.356 -1.896
H 4.507 -4.459 2.601
H 3.825 -2.618 -1.477
H 5.155 -3.387 8.473
H 1.657 2.409 -3.112
H -0.874 -0.244 2.970
H 5.627 -5.040 8.931
H -7.572 3.457 -4.913
H 5.657 -5.404 4.558
H 3.926 -4.678 8.560
H -2.831 0.991 1.913
H -2.982 1.132 -0.493
H -3.003 5.024 -2.457
H -6.353 2.717 -5.902

Values from the calculation:
ΔE to the lowest compared entry with this formula, charge and spin   43.8 kJ/mol
E_LUMO (spin up / spin down)   -0.858 / -2.256 eV
HOMO (spin up / spin down)   -0.2433 / -0.2775 hartree
E   -210150.823 eV
Expectation value of S²   6.021
Gap between HOMO and LUMO (spin up / spin down)   5.761 / 5.294 eV
Multiplicity   5


No. 3
This record from the OMol25 dataset describes a cluster of 7 separate species, C26H64Cl2O12 in total at a distorted geometry. The level of theory is ωB97M-V with the def2-TZVPD basis set.

Element x y z (Å)
Cl -0.218 0.435 2.041
Cl 0.849 -1.850 -0.367
O -3.400 0.001 4.799
O 0.660 2.062 -2.693
O -1.747 2.302 -1.424
O -2.158 4.700 1.363
O -5.199 4.775 3.347
O 2.100 -2.312 -3.993
O -0.575 -2.213 -4.882
O -1.010 -5.545 -1.677
O 6.197 -1.209 1.465
O 3.722 0.750 -0.338
O 2.046 -6.462 -2.234
O -0.938 1.553 4.984
C 0.440 1.492 5.286
C 1.839 2.702 -3.111
C -1.699 1.924 -2.783
C -0.918 4.058 1.489
C -0.456 2.533 -3.386
C -1.746 1.185 6.068
C 0.389 -1.242 -5.182
C -5.801 3.504 3.202
C -3.172 1.168 5.577
C -4.711 -0.492 4.898
C -2.948 4.507 2.520
C 4.070 2.082 -0.052
C 1.199 -6.294 -1.119
C 1.344 -6.827 -3.408
C -1.974 -4.526 -1.590
C 0.267 -5.106 -1.201
C 4.806 -0.145 -0.125
C 5.242 -0.196 1.322
C -1.521 -2.322 -5.931
C 0.749 -0.067 -0.445
C -4.319 5.090 2.299
C 3.342 -2.240 -3.352
C 1.146 0.554 0.875
C 1.371 -1.113 -4.063
C -2.987 1.996 -0.821
C 6.305 -1.685 2.781
H 3.836 2.349 0.988
H 1.879 3.747 -2.784
H -6.713 3.585 2.605
H -3.289 2.031 4.907
H -0.548 3.628 -3.349
H 4.357 -0.385 1.953
H 4.456 -1.141 -0.397
H -4.963 -0.849 5.906
H 0.932 -7.842 -3.307
H -2.445 4.929 3.401
H -2.925 -5.027 -1.781
H 1.963 2.626 -4.199
H 5.119 2.303 -0.264
H -3.907 1.243 6.383
H -0.230 4.486 0.764
H 1.331 0.266 -1.294
H 1.040 1.733 4.413
H -0.453 4.176 2.482
H 2.068 -6.811 -4.218
H 0.771 0.518 5.656
H 2.703 2.194 -2.675
H -3.828 2.503 -1.306
H 0.599 2.280 6.038
H 0.583 -4.350 -1.933
H -1.036 -2.795 -6.793
H -3.158 0.912 -0.839
H -2.039 -4.047 -0.606
H 2.017 -0.235 -4.184
H -1.475 0.221 6.510
H -0.054 -0.260 -5.421
H -4.692 4.790 1.309
H 5.519 -2.419 3.001
H -1.629 0.826 -2.831
H 4.015 -1.503 -3.811
H -2.919 2.334 0.211
H 0.909 -1.522 -6.114
H 3.442 2.767 -0.630
H 0.146 -4.628 -0.223
H -2.293 -3.006 -5.585
H 6.203 -0.874 3.513
H -6.095 3.157 4.196
H 7.272 -2.159 2.933
H 3.194 -1.984 -2.292
H 0.797 -1.005 -3.134
H -1.023 2.972 1.394
H 5.624 0.124 -0.803
H -1.694 1.973 6.840
H 1.857 -6.188 -0.257
H 1.973 0.004 1.307
H -4.224 6.177 2.216
H 0.504 -6.160 -3.613
H -3.001 3.423 2.731
H -2.597 2.248 -3.320
H -1.801 -3.742 -2.337
H -4.830 -1.293 4.175
H -5.437 0.305 4.674
H -0.412 2.267 -4.455
H 1.377 1.611 0.785
H 5.575 0.786 1.691
H 0.577 -7.191 -0.989
H -1.950 -1.351 -6.188
H -5.097 2.759 2.825
H 3.823 -3.214 -3.382
H -0.290 0.199 -0.633

Values from the calculation:
ΔE to the lowest compared entry with this formula, charge and spin   0.0 kJ/mol
E_LUMO   0.514 eV
HOMO   -0.3380 hartree
E   -77607.495 eV
Gap between HOMO and LUMO   9.713 eV


No. 4
This record from the OMol25 dataset describes an isolated molecule of C6H9NO at a distorted geometry. The level of theory is ωB97M-V with the def2-TZVPD basis set.

Element x y z (Å)
O -2.464 0.390 0.610
N 1.692 -0.655 -1.132
C -1.303 0.340 -0.110
C -0.725 -0.993 -0.491
C -0.470 1.369 -0.177
C 1.228 -1.025 1.181
C 0.092 2.528 -0.369
C 0.805 -0.735 -0.228
H 1.118 -2.086 1.401
H 1.354 -0.514 -2.080
H 0.599 -0.469 1.875
H 0.894 2.880 0.270
H -1.134 -1.789 0.138
H -0.176 3.168 -1.199
H 2.270 -0.746 1.314
H -0.874 -1.198 -1.556
H -2.908 -0.466 0.554

Values from the calculation:
ΔE to the lowest compared entry with this formula, charge and spin   280.9 kJ/mol
E_LUMO   0.656 eV
HOMO   -0.3158 hartree
E   -9902.693 eV
Gap between HOMO and LUMO   9.250 eV


What is the formula in the second record? C28H24N9O4RhSSe2Te2